Entry from OMol25: C41H38Br2NO11PS as an isolated structure at a distorted geometry (the ωB97M-V functional and the def2-TZVPD basis).

Energy, eV: -227355.529

Geometry (Å):
1 C -6.46921 1.62105 4.92271
2 C 2.03172 2.06155 0.14436
3 H -3.24242 0.78134 9.23799
4 C -8.80326 2.58231 5.26422
5 H 1.34510 2.90609 1.98754
6 H -4.34169 1.36380 8.02588
7 H -8.60384 -3.66549 2.65064
8 H 6.10072 -0.25322 -4.71236
9 C -2.80762 -0.66261 4.37515
10 H -6.34716 -1.27318 4.33326
11 H -1.66818 2.17342 -0.96158
12 C 9.32708 -2.97070 -9.53410
13 C 2.72379 1.08723 -2.03284
14 Br -4.65970 -0.87966 6.33305
15 C 8.81800 0.12671 -2.73436
16 H -7.06194 0.71242 4.79323
17 C -7.36219 2.89723 4.92016
18 H -1.02010 2.99471 1.27142
19 C -4.75887 -0.52412 3.08738
20 C -5.92631 -2.78157 2.94278
21 O -5.50394 1.77413 3.89485
22 C -6.95911 -3.56071 3.73972
23 O -7.22395 3.59453 3.69408
24 O -3.55819 -1.25024 3.41180
25 H -0.44820 -0.04355 -5.24010
26 O -3.26514 -0.78834 0.66255
27 H -2.14603 -0.10109 7.29044
28 P -4.68847 -0.12320 1.19877
29 C 8.09842 -0.79609 -5.25180
30 C 8.73298 -1.89534 -7.47044
31 H 7.32032 -2.46357 -8.97994
32 H 6.72822 0.56800 -2.47529
33 H 4.31071 0.05516 -3.92066
34 H -6.88301 -0.85075 2.73530
35 O 3.89553 1.10180 -1.70891
36 C 9.43573 -0.82706 -4.85196
37 C 1.06413 2.55516 1.00287
38 Br -3.51378 3.19783 5.88147
39 H -5.51643 -1.69608 -0.17833
40 C -3.30703 1.41573 8.35629
41 H 12.08427 -2.37991 -7.65700
42 H -1.42649 1.46613 7.40015
43 S -3.17828 1.63709 2.81288
44 H -6.04276 -2.97871 1.88353
45 H 9.09544 0.47872 -1.74922
46 C 3.27143 0.03209 -4.21048
47 C 0.59433 -0.02160 -4.95247
48 C -3.74056 0.36980 5.10688
49 H -1.86127 1.46392 5.24902
50 C 2.30720 0.54462 -3.35439
51 O 11.65919 -1.33114 -5.43772
52 C -2.37572 0.95599 7.23264
53 H -3.43196 -1.26115 -0.16388
54 H 11.42164 -3.34389 -9.82922
55 N -7.89425 -4.30952 2.98910
56 O -6.94440 -3.55002 4.90711
57 C 10.07695 -1.88514 -7.09036
58 C -0.08150 1.10732 -2.84215
59 C -2.78201 1.36317 5.79325
60 H -6.02303 1.57835 5.91616
61 C 7.13213 -0.28636 -4.39634
62 C 7.48772 0.17457 -3.14062
63 C 2.90226 -0.51156 -5.42858
64 C -0.63201 2.14196 -0.65225
65 C 0.96340 0.53082 -3.73188
66 C 9.78963 -0.36829 -3.58884
67 C 11.04229 -2.39944 -7.94665
68 C 10.49051 -1.34374 -5.76556
69 C -4.51755 0.80670 3.84700
70 H -3.86276 2.68128 2.31102
71 O -1.24429 1.14309 -3.19190
72 C 8.36267 -2.44483 -8.69159
73 H 9.03588 -3.40447 -10.48209
74 H 1.26967 -0.98181 -6.74301
75 H -3.13551 2.43989 8.66622
76 C -0.26643 2.60234 0.60094
77 H -6.93649 3.55188 5.68066
78 H -9.25078 2.04369 4.42920
79 C 7.68757 -1.31772 -6.58273
80 O -5.87640 -1.07642 0.47384
81 H -8.30153 -5.00049 3.61095
82 C 1.67208 1.60276 -1.11661
83 C 1.56032 -0.54620 -5.79577
84 C 0.33199 1.63192 -1.51180
85 H -8.88090 2.03697 6.19928
86 H 3.65924 -0.91354 -6.09161
87 H -8.08510 3.56994 3.25728
88 O -1.72570 -0.94144 4.60271
89 O 6.52474 -1.27846 -6.93525
90 H -9.31491 3.52644 5.43737
91 C 10.66828 -2.93998 -9.16516
92 C -6.05635 -1.29206 3.28598
93 H 3.06720 2.02805 0.45520
94 H -4.95968 -3.16321 3.26520
95 H 10.82386 -0.40204 -3.27368

Forces on atoms 1 to 2 (eV/Å):
C -0.8 0.6 0.1
C 0.0 0.1 0.2

Mulliken population analysis, charges in e, atoms 1 to 5: atom 1 (C): 0.21, atom 2 (C): -0.38, atom 3 (H): 0.33, atom 4 (C): -1.61, atom 5 (H): 0.42

---

Entry from OMol25: C41H38Ge2N7O2PdS2 as an isolated structure at a distorted geometry (the ωB97M-V functional and the def2-TZVPD basis).

Multiplicity: 6
Energy, eV: -195794.885
Net charge: +4

Geometry (Å):
1 N 0.61831 -2.42368 -0.11558
2 S -1.85951 -3.34240 3.83146
3 C 2.84756 2.83426 -2.35128
4 N 1.38105 0.61302 1.63606
5 C -2.30399 3.27061 1.13478
6 C 1.82203 5.51051 1.24632
7 C 2.75019 -3.48117 -0.53572
8 Ge -2.19354 2.57772 -3.23164
9 H -4.06987 -2.58413 3.15707
10 H 2.95878 -5.48015 0.26508
11 O 6.03539 -1.07901 -2.80403
12 H -5.18320 -0.56988 2.14330
13 C -0.58134 -2.37129 3.10739
14 H 1.74337 4.71943 -5.54927
15 C 1.50411 3.10250 -2.58973
16 C 4.04663 -3.36242 -1.12694
17 C 2.05761 4.18383 -4.66314
18 H -2.41349 5.18093 -3.44786
19 H -4.37248 1.46959 -2.66301
20 H 2.22375 0.65776 -4.82481
21 N 5.07217 2.58190 4.96254
22 Ge 0.05667 2.50626 -1.22873
23 C -2.39789 -1.42191 2.25868
24 C 1.20063 6.69472 0.86638
25 N -2.20310 0.79980 1.35435
26 C 0.83444 -2.57232 3.48178
27 C -4.36231 0.08489 1.88684
28 H -3.62214 4.27646 -4.36938
29 C 3.65887 1.11663 2.12517
30 Pd -0.14935 -0.27681 0.31438
31 H -0.28368 7.61242 -0.39290
32 H 0.06240 4.02529 -3.90920
33 H 4.14721 4.27886 -5.12472
34 H -1.96978 4.40759 -4.98981
35 H -0.84957 5.52769 -1.56414
36 H 1.50958 7.63160 1.31160
37 C -3.01855 -0.25321 1.74075
38 C 1.02049 1.09150 2.83230
39 C -2.56733 4.31323 -4.08483
40 C 3.37014 -0.59636 -3.52681
41 H -3.18963 1.06363 -1.41192
42 C 0.18423 -3.55096 0.42537
43 C 2.12344 -1.37076 -1.61881
44 C 1.84778 -2.41233 -0.67565
45 H 3.16856 2.31734 -1.45287
46 C 2.25752 0.11773 -3.88886
47 C 2.29710 -4.63321 0.13103
48 C -3.01053 -2.41519 3.02515
49 C -2.87476 1.91894 1.32733
50 C 0.21462 6.69327 -0.11419
51 H 0.57455 -5.58923 0.97685
52 H -1.08534 1.37030 -5.26426
53 C 3.28529 1.61349 3.37610
54 H -2.37488 3.58831 0.09122
55 C 0.50922 4.33413 -0.37885
56 H 4.84141 3.03257 -3.09199
57 S -4.59355 1.73096 1.64784
58 H 1.01194 -2.14270 4.47314
59 C 0.98896 -4.68531 0.55236
60 H 1.07749 -3.63306 3.55725
61 H 1.61392 1.97656 4.69308
62 H 1.98809 3.39982 0.89303
63 C 1.10485 3.78895 -3.73335
64 N 1.10200 -0.52605 -1.89890
65 H 4.69654 1.12012 1.82098
66 H -1.79457 0.17582 -4.14087
67 H 0.26303 0.68017 -3.32916
68 C 2.67461 0.62421 1.29153
69 H -0.84961 -3.57984 0.74621
70 C 3.79524 3.23500 -3.28201
71 H -4.03267 2.64443 -1.38567
72 H -0.03417 1.05926 3.07360
73 O 6.39315 -3.19601 -2.46793
74 H 4.25234 -0.59437 -4.14905
75 C 3.31366 -1.39782 -2.36791
76 H -2.85617 4.00116 1.72762
77 H -2.83515 1.17743 -5.15557
78 N -1.02062 -1.45647 2.29347
79 C -0.11625 5.51241 -0.76598
80 C 1.93590 1.59894 3.73261
81 C 4.27376 2.14156 4.26442
82 H 4.80611 -4.10910 -0.92673
83 H 1.49564 -2.08573 2.76704
84 C 4.32037 -2.34450 -1.96581
85 N 5.71473 -2.20433 -2.47412
86 H -1.25863 3.28592 1.43734
87 H 2.58350 5.51684 2.01508
88 C 1.15118 0.14135 -3.03551
89 C 3.40159 3.92182 -4.42605
90 H 2.92634 0.22331 0.31643
91 C -3.59179 1.87674 -2.01697
92 C -1.90523 1.16690 -4.57824
93 C 1.48649 4.32162 0.61342

Forces on atoms 1 to 2 (eV/Å):
N -0.1 0.5 0.3
S -0.2 0.3 -0.2

Mulliken population analysis, charges in e, atoms 1 to 5: atom 1 (N): 0.07, atom 2 (S): 0.02, atom 3 (C): -0.37, atom 4 (N): 2.23, atom 5 (C): -0.49

---

Entry from OMol25: C41H38IN2O2Sb2V as an isolated structure at a distorted geometry (the ωB97M-V functional and the def2-TZVPD basis).

Multiplicity: 2
Energy, eV: -97034.134
Net charge: +3

Geometry (Å):
1 C 4.68833 -1.10393 0.71565
2 Sb -0.73016 -1.24836 1.68876
3 H -2.74548 4.46585 0.56036
4 C 0.86337 -2.44493 -2.76665
5 H -0.74129 4.16177 -5.24727
6 C -1.27791 0.56345 -3.06496
7 H 5.76533 -2.48913 4.12666
8 H 3.02263 -0.45561 -2.37466
9 H -0.18388 3.14866 5.93091
10 C 0.45396 0.43448 3.99287
11 H -0.36615 -2.19724 4.23495
12 H 0.11383 -4.23158 1.41843
13 C -1.44421 1.90330 -2.70716
14 I -2.11633 -2.44311 -0.84708
15 C 6.09853 -0.95551 2.63831
16 C 1.37971 0.47793 -1.23017
17 C 5.49158 -2.12646 3.12001
18 H 1.72882 -2.79018 3.47333
19 H 1.70694 -5.03251 1.68913
20 H 3.57754 3.67290 -1.51235
21 C 0.56254 1.33939 5.05919
22 H -4.31066 4.30235 -0.11525
23 C 1.14597 -4.07824 1.79837
24 C -2.90829 3.42094 -1.28780
25 C -3.62568 -0.51642 1.21931
26 C -0.61281 0.51112 3.07987
27 C 3.26431 1.65692 -2.18125
28 H 0.11724 2.62924 -5.16573
29 H 6.21336 0.38628 1.03987
30 H -1.27651 -3.40561 3.28119
31 C 1.63071 2.91005 -0.97944
32 C 0.48286 -1.02783 -4.84463
33 H 4.18895 1.68518 -2.81504
34 C 0.87586 -2.01472 -5.69200
35 H 1.46818 1.26781 5.69525
36 H 4.07693 -3.73800 2.77319
37 C -3.79112 -2.01476 3.08636
38 C -2.09983 2.15722 -1.36928
39 N -3.21878 4.09618 -2.32644
40 C 2.57088 0.46660 -2.00022
41 V 0.23077 -1.37200 -1.12791
42 C 0.98286 1.71013 -0.77752
43 H -1.85745 0.31705 -3.99399
44 C -5.77359 -1.10048 2.06128
45 C 2.91042 2.81764 -1.53707
46 H 0.13217 -0.06390 -5.25011
47 Sb 2.06845 -2.69775 0.36520
48 C 0.92508 -3.51646 3.18046
49 C -2.99440 -1.41968 2.08174
50 H 1.16177 3.82446 -0.68648
51 H 1.91338 -4.20908 -3.21303
52 C 4.50312 -2.81093 2.43441
53 C -0.33670 2.40755 5.14943
54 H -3.06720 0.07992 0.50601
55 C -5.18220 -1.86741 3.09007
56 C -3.41249 3.70413 0.07275
57 H -6.89557 -1.16363 1.98864
58 C -2.62063 3.88984 -3.53106
59 H -3.32597 -2.66449 3.83174
60 C -5.01886 -0.37561 1.19098
61 C -0.39150 -2.72209 3.26834
62 H -5.81522 -2.31192 3.88021
63 C 1.52688 -3.30115 -3.68436
64 H -5.54090 0.24632 0.45487
65 H 1.14150 -0.38782 3.86549
66 H -2.33348 1.68276 2.51646
67 C 5.69538 -0.47676 1.41752
68 C -0.86829 3.09956 -5.02960
69 N -0.45284 -0.41084 -2.64967
70 H 0.82621 -4.37753 3.80012
71 H 6.91003 -0.53919 3.26380
72 C -1.45328 2.45605 4.29236
73 O -1.61461 2.51801 -6.13576
74 O -1.88043 1.56174 -0.31727
75 C 1.50953 -3.11349 -5.05154
76 H 2.01867 -3.81839 -5.66606
77 H -3.03955 4.35178 -4.42272
78 C 0.29844 -1.28330 -3.44638
79 H -1.11580 2.78423 -6.94701
80 H 4.42405 -0.70427 -0.27182
81 H -3.65554 2.80877 0.63403
82 H 0.70522 -2.14530 -6.72461
83 H -2.20510 3.20798 4.44035
84 H 0.01907 1.77792 -0.27892
85 C 4.06469 -2.24093 1.24563
86 C -1.60737 2.96813 -3.65410
87 C -1.54800 1.53696 3.27052

Forces on atoms 1 to 2 (eV/Å):
C -0.4 0.2 -0.9
Sb -2.1 0.7 3.4

Mulliken population analysis, charges in e, atoms 1 to 5: atom 1 (C): -0.16, atom 2 (Sb): 0.12, atom 3 (H): 0.32, atom 4 (C): 0.49, atom 5 (H): 0.61

---

Entry from OMol25: C41H38InN6O5PS2 as an isolated structure (the ωB97M-V functional and the def2-TZVPD basis).

Energy, eV: -98449.918
Energy relative to the best compared isomer or geometry (same formula, charge and spin), eV: 0.000

Geometry (Å):
1 H -0.46419 6.36244 -2.48603
2 C -1.44541 2.28662 4.83381
3 C -0.05702 -3.47720 -3.57787
4 C -0.11962 2.66571 4.97971
5 C -4.19399 -3.92250 2.66009
6 C -3.94257 -1.42524 2.52542
7 H 1.74795 3.01312 4.00597
8 P 1.29130 2.36764 1.12935
9 C 1.66074 -0.78627 -1.87681
10 S -1.19202 -4.32596 -0.54149
11 H 1.65352 -0.29577 -0.90151
12 N 0.30704 -1.78612 0.85281
13 O -4.17208 0.70734 0.17155
14 C 0.71670 2.71844 3.87049
15 H 2.94467 -2.86676 -0.81685
16 H 4.83592 5.24708 3.10909
17 C -1.14261 -4.94390 -5.11968
18 C -3.75078 -5.16225 2.24809
19 H 0.26826 2.92462 5.95696
20 C 0.76492 -0.02433 -2.80840
21 C -0.04203 -1.26303 2.03068
22 C 0.85037 -1.12619 3.07764
23 H 5.91700 1.21712 2.14707
24 C 1.21769 5.55803 -1.42480
25 H -4.15618 -6.06883 2.68697
26 H -3.20192 -1.11708 3.27072
27 H 1.94536 -3.73066 -2.90187
28 C 0.36106 1.46380 -4.62224
29 C -1.93110 1.94398 3.57765
30 C 4.57152 4.27477 2.71427
31 H 1.65584 -2.24633 -3.77078
32 O -2.78236 1.44251 -1.68166
33 H -1.47601 1.64951 1.51298
34 C 0.23733 2.37843 2.60525
35 H 2.70791 4.54727 -0.27318
36 C -2.36069 -4.43123 -4.69590
37 H 3.53522 -2.39728 1.46527
38 H 0.71052 2.17791 -5.35751
39 N 1.15929 -2.16284 -1.73912
40 H -4.95296 -3.81272 3.42189
41 H -3.27392 -3.05202 -3.31415
42 N -0.52787 -0.33588 -2.72278
43 N -2.82299 -5.33245 1.31067
44 H -1.10394 -5.71298 -5.88081
45 H -4.92102 -1.40245 3.00454
46 C -0.12302 5.61603 -1.77900
47 H -1.70304 1.51733 -5.25092
48 C 1.25153 0.87729 -3.73796
49 H 6.51724 3.43447 3.05610
50 C 2.52066 -2.07321 1.65798
51 C 0.02304 -4.46709 -4.55167
52 C 1.85936 -2.84701 -0.65483
53 H 0.98822 -4.85622 -4.85298
54 H -1.06566 -0.92772 2.11168
55 H 2.89443 -1.41542 3.66763
56 O -1.79909 0.07424 0.10392
57 C 5.17931 2.00980 2.17361
58 C 3.89460 1.78072 1.69344
59 C -2.35303 -3.46720 -3.70846
60 H -3.29585 -4.78414 -5.10734
61 C 2.94344 2.79705 1.72366
62 C -0.97413 1.10113 -4.56977
63 C -3.61030 -2.81020 2.06940
64 H 0.52345 -0.68269 4.00928
65 H -2.96541 1.65129 3.45055
66 C 3.28994 4.04751 2.23729
67 H -3.92689 -0.70813 1.70602
68 O -3.25914 -0.96273 -1.40914
69 H 2.30926 1.10468 -3.76444
70 H -1.30420 3.03105 0.03743
71 C 1.65602 4.60105 -0.51977
72 In -1.31386 -1.78486 -0.88218
73 H -2.40962 -0.10422 -3.51146
74 C -2.34072 -4.21374 0.76412
75 H -2.09997 2.25681 5.69634
76 C 5.51648 3.25463 2.68324
77 O 1.28303 1.06807 0.39676
78 C 1.56148 -2.19689 0.66967
79 H 3.61139 0.81610 1.28740
80 H 2.55618 4.84544 2.26352
81 C -0.59161 3.75695 -0.33140
82 C -1.02406 4.70616 -1.24245
83 H 2.69033 -0.77147 -2.25886
84 H 1.50320 -3.87826 -0.61127
85 S -3.06918 0.40531 -0.71279
86 N -1.22322 -2.99804 -3.17109
87 H -2.06365 4.71698 -1.54292
88 C 1.23614 -2.90594 -3.00611
89 C -1.09475 1.97445 2.47347
90 C -1.37720 0.20351 -3.60037
91 C 2.15866 -1.52962 2.88093
92 N -2.68445 -2.95673 1.11779
93 C 0.75112 3.70488 0.05115
94 H 1.92670 6.25055 -1.86072

Forces on atoms 1 to 2 (eV/Å):
H 0.0 0.0 0.0
C 0.0 0.0 0.0

Mulliken population analysis, charges in e, atoms 1 to 5: atom 1 (H): 0.40, atom 2 (C): -0.74, atom 3 (C): 1.05, atom 4 (C): -0.89, atom 5 (C): -0.93